Entry 1:
The following is a quantum chemistry calculation of C24H40GeMnN3S as an isolated structure, from the OMol25 dataset.

XYZ file:
```
70
Properties=species:S:1:pos:R:3:forces:R:3
Mn 0.696 0.628 -0.531 0.180 -0.027 -0.119
C 2.236 2.633 1.157 0.001 -0.048 -0.009
C 1.302 2.008 2.193 0.017 -0.015 -0.021
N 0.701 0.746 1.712 0.014 0.030 0.021
C -0.687 0.530 2.149 0.053 -0.076 0.042
C -1.653 1.593 1.636 -0.082 0.076 -0.020
S -1.415 2.140 -0.093 0.038 -0.045 -0.016
C -0.576 3.752 0.114 0.064 -0.024 0.000
C 0.806 3.807 -0.533 -0.068 -0.012 0.023
N 1.663 2.663 -0.201 0.017 0.029 0.051
H 3.148 2.037 1.101 -0.004 0.016 -0.015
H 2.519 3.637 1.492 0.004 0.002 0.006
H 0.498 2.694 2.444 -0.021 0.009 -0.002
H 1.865 1.851 3.116 -0.013 -0.010 0.004
H 1.262 -0.040 2.025 0.004 0.016 0.017
H -0.774 0.498 3.242 0.013 0.006 -0.013
H -0.984 -0.447 1.767 -0.020 -0.016 0.013
H -1.636 2.493 2.248 -0.014 0.008 0.003
H -2.668 1.198 1.699 0.034 0.024 -0.017
H -0.537 3.974 1.178 0.007 0.001 0.000
H -1.209 4.511 -0.343 -0.015 -0.016 -0.016
H 1.277 4.757 -0.257 -0.004 0.006 0.013
H 0.686 3.808 -1.618 0.004 0.006 0.000
H 2.441 2.654 -0.853 0.005 0.016 0.006
C -0.114 -3.154 0.956 -0.006 -0.033 -0.016
C -0.583 -4.409 0.224 0.043 0.009 0.007
C -1.961 -4.307 -0.419 -0.037 0.015 -0.026
C -2.084 -3.332 -1.603 -0.025 0.002 0.051
Ge -2.377 -1.429 -1.177 0.018 -0.029 -0.085
C -3.710 -1.200 0.269 0.104 -0.005 0.049
C -4.658 -0.011 0.117 0.005 0.022 -0.005
C -5.592 -0.139 -1.081 -0.012 -0.001 0.007
C -6.542 1.044 -1.209 0.010 -0.001 -0.005
H 0.763 -3.369 1.569 0.004 0.015 -0.008
H -0.901 -2.782 1.621 0.007 -0.001 0.005
H 0.156 -2.359 0.256 -0.005 0.013 0.026
H -0.606 -5.242 0.930 0.007 0.010 0.008
H 0.153 -4.681 -0.539 0.004 -0.007 -0.007
H -2.700 -4.063 0.353 -0.004 0.001 -0.010
H -2.231 -5.302 -0.782 -0.021 0.005 0.002
H -2.958 -3.606 -2.200 -0.007 0.016 0.006
H -1.228 -3.420 -2.273 0.037 -0.012 -0.005
H -1.003 -0.748 -0.775 -0.164 -0.003 0.081
H -3.165 -1.158 1.220 -0.036 -0.004 -0.023
H -4.289 -2.127 0.292 0.022 -0.010 -0.006
H -4.096 0.925 0.020 -0.013 -0.010 -0.013
H -5.263 0.084 1.025 0.000 0.010 0.004
H -6.164 -1.067 -0.989 0.000 -0.003 -0.002
H -4.995 -0.234 -1.995 0.004 -0.002 -0.007
H -7.171 1.140 -0.322 0.002 -0.001 0.002
H -7.199 0.936 -2.071 0.000 0.000 -0.001
H -5.988 1.978 -1.327 -0.003 0.001 -0.001
N 8.788 1.455 1.049 0.000 0.018 0.019
C 7.742 1.157 0.682 0.013 -0.036 -0.033
C 6.432 0.785 0.222 -0.009 0.016 0.012
C 5.901 1.376 -0.922 -0.013 -0.002 -0.008
C 4.630 1.034 -1.351 0.025 0.001 0.006
C 3.868 0.098 -0.644 -0.041 0.054 0.046
C 4.419 -0.500 0.494 0.005 -0.020 0.010
C 5.690 -0.166 0.921 -0.003 0.004 -0.009
C 2.501 -0.172 -1.033 -0.112 -0.086 -0.069
C 1.606 -0.755 -1.727 0.021 0.111 0.069
H 6.490 2.097 -1.474 -0.002 0.002 -0.001
H 4.227 1.476 -2.254 -0.001 0.010 0.002
H 3.848 -1.244 1.035 -0.009 0.009 -0.002
H 6.117 -0.638 1.796 0.000 0.003 0.003
C 1.373 -1.812 -2.741 0.020 -0.005 -0.018
H 0.896 -2.671 -2.267 -0.019 -0.034 0.012
H 2.309 -2.149 -3.189 -0.008 0.006 -0.008
H 0.707 -1.465 -3.530 -0.016 -0.003 -0.010
```
Positions in Å, forces in eV/Å.

Multiplicity: 6
Gap between HOMO and LUMO (alpha / beta) in eV: 7.40 / 6.81
E_tot in hartree: -4728.5628
Relative energy (zero: lowest compared OMol25 entry of this formula, charge and spin) in eV: 0.000
Total charge: +1
LUMO energy (alpha / beta) in hartree: -0.101 / -0.128
HOMO energy (alpha / beta) in eV: -10.150 / -10.281

***

Entry 2:
The following is a quantum chemistry calculation of one molecule with the formula C8H12N2O, from the OMol25 dataset.

XYZ file:
```
23
Properties=species:S:1:pos:R:3:forces:R:3
C -1.031 0.056 -0.306 -1.328 -0.425 -0.215
C -3.312 -1.146 -0.169 -2.222 -0.482 -0.626
C -2.748 0.002 -0.083 5.885 2.076 2.310
C 1.325 -0.577 0.253 -2.847 -0.196 1.203
C -0.827 0.875 -1.462 1.461 2.244 -0.175
C -2.881 1.181 0.765 -2.341 2.521 0.480
C 1.882 -1.033 1.589 0.710 1.752 -1.520
C 3.392 -0.291 -0.837 -0.693 -0.511 2.423
N -0.192 -0.568 0.373 1.175 -0.964 1.131
N 1.909 -0.201 -0.777 1.368 -0.064 -1.038
O -3.865 -2.063 -0.636 -0.968 -2.873 -0.594
H -1.168 0.270 -2.302 -0.052 0.702 -0.460
H 0.245 1.066 -1.456 0.084 -0.094 -0.990
H -1.259 1.899 -1.278 -0.261 -1.201 -0.889
H -2.231 1.129 1.658 -0.269 -0.234 -0.356
H -3.946 1.396 1.073 1.002 -0.405 -0.036
H -2.586 2.127 0.223 -0.039 -1.043 0.438
H 2.976 -1.019 1.515 -0.364 -0.375 0.523
H 1.432 -1.912 1.938 -0.309 -1.580 0.122
H 1.527 -0.292 2.285 0.160 0.521 0.443
H 3.745 -1.331 -0.661 -0.219 0.519 -0.643
H 3.768 0.163 -1.708 0.275 0.116 -1.299
H 3.844 0.269 0.003 -0.208 -0.004 -0.232
```
Positions in Å, forces in eV/Å.

Multiplicity: 3
Gap between HOMO and LUMO (alpha / beta) in eV: 6.15 / 7.00
E_tot in hartree: -496.5376
Relative energy (zero: lowest compared OMol25 entry of this formula, charge and spin) in eV: 1.221
LUMO energy (alpha / beta) in hartree: 0.028 / -0.071
HOMO energy (alpha / beta) in eV: -5.388 / -8.934

***

Entry 3:
The following is a quantum chemistry calculation of a 2-piece molecular cluster, Cl2HNS overall, from the OMol25 dataset.

XYZ file:
```
5
Properties=species:S:1:pos:R:3:forces:R:3
S -2.519 -1.594 -0.612 1.335 -0.665 -1.317
N -3.503 -0.935 0.285 -1.485 1.105 1.462
Cl -3.458 0.923 0.415 0.136 -0.435 -0.170
Cl 0.350 -0.427 0.870 -0.030 0.257 0.148
H -0.123 0.697 1.290 0.044 -0.263 -0.124
```
Positions in Å, forces in eV/Å.

Structure (SMILES): S=NCl.Cl
Gap between HOMO and LUMO in eV: 7.66
E_tot in hartree: -1373.8365
Relative energy (zero: lowest compared OMol25 entry of this formula, charge and spin) in eV: 1.163
LUMO energy in hartree: -0.063
HOMO energy in eV: -9.358

***

Entry 4:
The following is a quantum chemistry calculation of Br3Cr as an isolated structure, from the OMol25 dataset.

XYZ file:
```
4
Properties=species:S:1:pos:R:3:forces:R:3
Cr 0.406 -0.151 0.524 -1.478 0.294 -1.483
Br 1.772 0.487 -1.313 -0.510 -0.232 1.032
Br -1.006 -1.866 -0.449 0.908 0.880 0.741
Br -1.172 1.530 1.239 1.081 -0.943 -0.291
```
Positions in Å, forces in eV/Å.

Multiplicity: 4
Gap between HOMO and LUMO (alpha / beta) in eV: 7.08 / 9.02
E_tot in hartree: -8766.5647
LUMO energy (alpha / beta) in hartree: -0.122 / -0.055
HOMO energy (alpha / beta) in eV: -10.409 / -10.507

***

Entry 5:
The following is a quantum chemistry calculation of a 2-piece molecular cluster, C23H27B2Cl4O3S2 overall, from the OMol25 dataset.

XYZ file:
```
61
Properties=species:S:1:pos:R:3:forces:R:3
Cl -0.548 -0.986 -0.790 -0.036 -0.200 -0.354
B -0.593 -0.023 0.623 0.348 0.963 0.947
Cl -0.123 1.658 0.835 -0.323 -0.741 -0.097
Cl -1.151 -0.972 2.166 0.070 0.035 -0.848
O 2.216 -1.248 3.638 -1.525 -0.398 0.149
C 3.081 -0.440 3.010 -2.508 1.116 0.366
C 2.812 -0.387 1.480 -0.092 0.232 3.315
C 3.106 0.819 0.919 0.537 0.114 -1.094
C 3.455 0.843 -0.411 -0.280 -0.277 -0.318
C 3.396 -0.368 -1.092 -0.580 -0.180 -0.306
Cl 3.751 -0.364 -2.799 0.283 -0.047 -0.367
C 2.858 -1.542 -0.549 -0.605 0.498 0.187
C 2.465 -1.527 0.782 0.654 0.121 -0.454
H 3.104 0.543 3.553 -0.905 0.505 -1.302
H 3.143 1.675 1.564 0.274 0.404 0.112
H 3.763 1.751 -0.902 0.077 0.054 -0.237
H 2.685 -2.427 -1.140 0.139 0.028 -0.342
H 2.002 -2.366 1.309 0.478 0.137 -0.111
C 5.087 -2.363 6.982 -0.587 -0.108 -0.020
C 4.929 -1.591 5.733 0.490 2.349 1.306
C 5.115 -0.199 5.603 0.651 -0.745 0.526
C 5.167 0.271 4.314 0.008 0.856 -1.283
C 4.597 -0.686 3.330 1.050 -2.516 0.237
B -0.437 -0.634 3.849 1.134 -0.591 0.508
C 5.399 -0.939 2.101 2.430 0.527 -0.247
C 6.299 -0.076 1.486 -1.025 -0.537 -0.584
C 6.784 -0.603 0.236 -0.288 -0.622 -0.058
C 6.417 -1.908 -0.011 0.515 1.044 0.262
C 6.692 -2.707 -1.264 -0.239 -0.873 -0.101
S 5.518 -2.506 1.358 -0.171 0.254 -0.729
O -0.731 -1.714 4.637 0.145 1.437 -1.450
C -0.507 -1.217 5.971 0.322 -1.002 0.305
C -1.674 -1.798 6.725 -0.415 0.083 -0.174
C 0.772 -1.902 6.420 0.661 0.030 -0.110
C -0.466 0.352 5.811 -0.309 -0.435 0.995
C -1.799 0.998 6.186 -0.079 0.277 -0.401
C 0.660 0.980 6.590 0.548 -0.072 0.005
O -0.251 0.598 4.387 -0.416 -0.938 -0.147
S 4.509 -2.306 4.283 0.511 -0.942 -1.088
H 5.361 -1.703 7.807 -0.073 -0.015 0.019
H 4.104 -2.807 7.175 0.103 -0.395 0.601
H 5.831 -3.173 6.929 -0.088 0.069 -0.129
H 5.328 0.456 6.449 0.157 -0.334 0.013
H 5.609 1.211 3.930 -0.507 -0.552 0.644
H 6.516 0.933 1.841 -0.220 -0.338 -0.130
H 7.292 -0.037 -0.542 0.139 0.061 0.342
H 7.720 -2.599 -1.692 -0.893 0.420 0.330
H 6.635 -3.772 -1.008 -0.005 0.008 0.000
H 5.901 -2.585 -2.051 0.777 0.273 0.587
H -1.612 -1.576 7.787 -0.322 0.117 0.102
H -2.589 -1.453 6.230 -0.055 -0.035 0.628
H -1.639 -2.881 6.582 0.075 0.103 0.150
H 0.990 -1.747 7.491 -0.023 -0.012 -0.443
H 0.681 -2.978 6.207 -0.198 0.310 0.296
H 1.597 -1.590 5.766 0.117 0.133 0.224
H -2.067 0.884 7.249 0.269 0.001 -0.426
H -1.685 2.059 5.943 -0.225 -0.037 0.166
H -2.616 0.602 5.568 0.160 0.091 0.176
H 0.606 0.702 7.655 -0.261 0.353 -0.248
H 1.614 0.567 6.246 -0.084 0.344 -0.159
H 0.619 2.071 6.439 0.212 -0.406 0.260
```
Positions in Å, forces in eV/Å.

Gap between HOMO and LUMO in eV: 2.10
E_tot in hartree: -3805.1745
Relative energy (zero: lowest compared OMol25 entry of this formula, charge and spin) in eV: 7.844
Total charge: -1
LUMO energy in hartree: 0.053
HOMO energy in eV: -0.655